(1)
ORCA calculation (wB97M-V/def2-TZVPD) on 4 unconnected molecules or ions with the total composition C10H20BIO12Si2.

Structure (XYZ):
```
46
Properties=species:S:1:pos:R:3
O 3.5534 0.1155 1.7509
B 2.4284 0.1722 0.9523
O 2.4372 1.0478 -0.0982
C 1.1751 -0.7508 1.2090
Si -0.0197 -0.9108 -0.2099
I -0.9072 -3.1877 -0.2152
O -1.2927 0.1026 -0.0752
Si -1.4750 1.6040 0.6090
H 3.3712 -0.2529 2.6196
H 3.2627 1.1935 -0.5607
H 0.6323 -0.4557 2.1156
H 1.5528 -1.7591 1.4189
H 0.6466 -0.7447 -1.5103
H -0.3349 2.4559 0.2282
H -1.4944 1.4504 2.0837
H -2.7646 2.1311 0.1459
O 9.0519 -0.8246 -1.6597
C 8.1794 -0.3979 -0.9791
O 7.5026 -1.1064 -0.0458
C 6.6940 -0.2068 0.7207
C 6.5300 0.9619 -0.2333
O 7.7139 0.8765 -1.0280
H 5.7617 -0.6888 0.9920
H 7.2436 0.0743 1.6209
H 5.6644 0.8370 -0.8890
H 6.4886 1.9333 0.2506
O -3.0641 -6.9836 0.9552
C -3.5413 -6.7647 -0.1080
O -2.8603 -6.3023 -1.1835
C -3.7077 -6.3683 -2.3324
C -5.0923 -6.3560 -1.7064
O -4.8483 -6.9398 -0.4236
H -3.5009 -5.5177 -2.9756
H -3.5026 -7.2982 -2.8656
H -5.4699 -5.3423 -1.5628
H -5.8275 -6.9547 -2.2365
O -1.8937 4.8214 -0.4647
C -2.8353 5.3977 -0.0281
O -3.6337 4.9301 0.9615
C -4.5165 5.9784 1.3736
C -4.5416 6.8737 0.1460
O -3.2642 6.6112 -0.4435
H -5.4799 5.5504 1.6346
H -4.0832 6.4786 2.2411
H -5.3189 6.5825 -0.5622
H -4.6198 7.9339 0.3677
```

highest occupied orbital energy	-9.39	eV
SMILES string	OB(O)C[Si@@H](I)O[SiH3].O=C1OCCO1.O=C1OCCO1.O=C1OCCO1
E_LUMO	0.0077	hartree

=====

(2)
ORCA calculation (wB97M-V/def2-TZVPD) on C6H11BrN4O3 in the gas phase at a distorted geometry.

Structure (XYZ):
```
25
Properties=species:S:1:pos:R:3
C 1.0788 1.4234 0.5376
N -0.1001 0.6070 0.6633
C -0.1441 -0.6610 0.3457
C 0.7853 -1.5363 -0.3385
C 0.1459 -1.5669 -1.7524
O -1.1885 -1.9519 -1.7678
C -1.6431 -1.1915 0.9348
N -2.0879 -2.4513 1.0015
O -1.3818 -3.4019 0.6614
O -3.2820 -2.5898 1.4511
C -2.1982 0.1287 1.2318
Br -3.2311 0.8058 -0.8294
N -1.1851 1.0647 1.3052
N -1.4186 2.4558 1.1449
H 0.9213 2.2125 -0.3203
H 1.1177 2.0968 1.4196
H 2.0278 0.9394 0.4739
H 0.7964 -2.5611 0.1831
H 1.9182 -1.2238 -0.4259
H 0.7178 -2.2911 -2.3752
H 0.1033 -0.6308 -2.1910
H -1.3180 -2.9404 -1.6355
H -2.9525 0.3795 1.9534
H -1.6428 2.6147 0.1588
H -2.3238 2.6091 1.6103
```

highest occupied orbital energy (spin up / spin down)	-8.16 / -8.16	eV
SMILES string	CN1C(CCO)=C([N+](=O)[O-])[C@H](Br)N1N
E_LUMO (spin up / spin down)	-0.0215 / -0.0214	hartree
energy above the lowest of the compared OMol25 structures with the same formula, charge and spin	37.0	kcal/mol

=====

(3)
ORCA calculation (wB97M-V/def2-TZVPD) on C5H5NO in the gas phase at a distorted geometry.

Structure (XYZ):
```
12
Properties=species:S:1:pos:R:3
C 0.3369 -1.4166 0.1691
C -0.9292 -0.8477 0.1512
C 1.5377 -0.8776 -0.0543
C -1.1218 0.4906 0.0028
C -1.5245 1.7126 -0.0111
N 1.6801 1.5258 -0.3520
O 2.0707 0.2948 -0.3490
H 0.4601 -2.5309 0.2704
H -1.7369 -1.5229 0.4673
H 2.3072 -1.5691 -0.4529
H -1.5303 2.2341 0.9316
H -1.5500 2.5070 -0.7732
```

highest occupied orbital energy (spin up / spin down)	-8.44 / -7.94	eV
E_LUMO (spin up / spin down)	-0.0152 / -0.0029	hartree
energy above the lowest of the compared OMol25 structures with the same formula, charge and spin	182.0	kcal/mol